<A>
Entry from the OMol25 dataset: a 2-piece molecular cluster, C6H16N overall (ωB97M-V with the def2-TZVPD basis set).

Structure (ORCA input):
```
! RIJCOSX wB97M-V def2-TZVPD def2/J DEFGRID3
* xyz 1 1
C 2.536 0.016 0.471
C 1.264 -0.540 -0.224
C 0.168 -0.528 0.865
C -1.284 -0.351 0.456
C -1.719 -1.142 -0.765
C -1.683 1.095 0.467
N 0.703 0.225 -1.308
H 2.726 -0.415 1.446
H 3.373 -0.083 -0.213
H 2.403 1.099 0.541
H 1.512 -1.540 -0.592
H 0.409 0.396 1.418
H 0.406 -1.391 1.496
H -1.739 -0.851 1.325
H -1.606 -2.227 -0.729
H -1.231 -0.714 -1.646
H -2.797 -0.991 -0.898
H -1.108 1.581 -0.389
H -2.739 1.184 0.220
H -1.480 1.627 1.390
H 1.292 0.255 -2.147
H 0.046 2.113 -0.335
H 0.549 1.181 -0.848
*
```

## Properties
LUMO energy: -7.9 eV

=====

<B>
Entry from the OMol25 dataset: an isolated ion of composition C6H16N and charge +1 (ωB97M-V with the def2-TZVPD basis set).

Structure (ORCA input):
```
! RIJCOSX wB97M-V def2-TZVPD def2/J DEFGRID3
* xyz 1 1
C 3.081 -0.301 -0.055
C 1.736 -1.007 -0.050
C 0.771 -0.518 1.064
C -0.163 0.610 0.596
C -1.310 0.066 -0.223
C -2.661 0.051 0.441
N -1.487 0.900 -1.511
H 3.772 -0.789 0.605
H 3.516 -0.227 -1.057
H 3.034 0.746 0.277
H 1.207 -0.862 -1.001
H 1.893 -2.073 0.075
H 1.388 -0.154 1.887
H 0.202 -1.348 1.475
H -0.496 1.099 1.501
H 0.429 1.358 0.085
H -1.040 -0.918 -0.584
H -3.528 -0.056 -0.228
H -2.870 0.959 1.005
H -2.768 -0.794 1.121
H -2.105 0.378 -2.135
H -0.646 1.116 -2.047
H -1.956 1.765 -1.240
*
```

## Properties
LUMO energy: -3.6 eV
SMILES: CCCC[C@@H](C)[NH3+]

=====

Which of them is most stable? Easy: <B>.

=====

<A>
Entry from the OMol25 dataset: a 2-piece molecular cluster, C6H15O2 overall (ωB97M-V with the def2-TZVPD basis set).

Structure (ORCA input):
```
! RIJCOSX wB97M-V def2-TZVPD def2/J DEFGRID3
* xyz -1 1
C 1.217 -0.361 0.502
O 2.553 -0.379 0.302
C 0.300 -0.849 -0.641
C -1.048 -1.429 -0.029
C -1.889 -0.308 0.546
C -2.235 0.831 -0.417
C -2.800 0.322 -1.795
H 0.803 -0.680 1.564
H 0.828 0.786 0.579
H -0.040 -0.245 -1.501
H 0.952 -1.541 -1.226
H -0.797 -2.383 0.510
H -1.708 -1.912 -0.803
H -1.329 0.164 1.391
H -2.928 -0.659 0.906
H -2.950 1.568 0.071
H -1.325 1.453 -0.564
H -2.564 1.100 -2.615
H -3.968 0.362 -1.822
H -2.411 -0.726 -2.078
H 4.438 1.766 1.228
H 3.158 0.854 1.100
O 3.519 1.737 1.480
*
```

## Properties
LUMO energy: 3.5 eV

=====

<B>
Entry from the OMol25 dataset: a 2-piece molecular cluster, C6H15O2 overall (ωB97M-V with the def2-TZVPD basis set).

Structure (ORCA input):
```
! RIJCOSX wB97M-V def2-TZVPD def2/J DEFGRID3
* xyz -1 1
C 2.499 0.147 0.648
O 2.660 -0.721 -0.380
C 1.050 0.549 1.180
C -0.071 -0.319 0.601
C -1.467 -0.131 1.291
C -0.099 -0.408 -0.896
C -1.095 -1.551 -1.393
H 3.032 -0.316 1.536
H 3.033 1.131 0.543
H 1.178 0.593 2.297
H 1.079 1.564 0.781
H 0.234 -1.323 0.955
H -1.284 -0.153 2.368
H -1.978 0.788 1.059
H -2.227 -0.879 0.985
H 0.882 -0.475 -1.344
H -0.503 0.462 -1.443
H -1.672 -1.904 -0.576
H -0.398 -2.365 -1.600
H -1.691 -1.112 -2.225
H -2.185 1.238 -1.151
H -3.238 2.292 -1.326
O -2.480 2.068 -0.754
*
```

## Properties
LUMO energy: 3.1 eV

=====

Which of them is most stable? Easy: <A>.

=====

<A>
Entry from the OMol25 dataset: one molecule with the formula C5H6N2S (ωB97M-V with the def2-TZVPD basis set).

Structure (ORCA input):
```
! RIJCOSX wB97M-V def2-TZVPD def2/J DEFGRID3
* xyz 0 1
C -0.464 -2.868 -0.660
C 2.209 -0.950 0.333
C 0.344 -1.938 -1.345
C -0.015 -0.168 0.475
C -0.765 1.200 0.385
N -1.055 -3.684 -0.087
N 1.270 -0.162 0.734
S 2.023 -1.863 -1.141
H 3.061 -1.086 0.879
H 0.156 -1.724 -2.349
H -0.500 -1.035 0.578
H -1.194 1.513 -0.505
H -0.009 1.909 0.647
H -1.470 1.264 1.152
*
```

## Properties
LUMO energy (spin up / spin down): -0.5 / -0.5 eV

=====

<B>
Entry from the OMol25 dataset: one molecule with the formula C5H6N2S (ωB97M-V with the def2-TZVPD basis set).

Structure (ORCA input):
```
! RIJCOSX wB97M-V def2-TZVPD def2/J DEFGRID3
* xyz 0 1
C -2.265 0.300 -0.212
C -0.888 0.009 0.197
N -0.381 -1.112 -0.062
C 0.829 -1.550 0.142
C 1.947 -0.766 -0.039
N 1.945 0.543 -0.405
C 1.303 1.502 0.032
S -0.111 1.317 1.272
H -2.324 -0.298 -1.166
H -2.278 1.374 -0.491
H -3.033 -0.026 0.548
H 0.997 -2.604 0.327
H 2.967 -1.231 0.093
H 1.292 2.543 -0.236
*
```

## Properties
LUMO energy: 0.4 eV
SMILES: CC1=NC=CN=CS1

=====

<C>
Entry from the OMol25 dataset: a 2-piece molecular cluster, C5H6N2S overall (ωB97M-V with the def2-TZVPD basis set).

Structure (ORCA input):
```
! RIJCOSX wB97M-V def2-TZVPD def2/J DEFGRID3
* xyz 0 1
C -1.623 1.154 -1.562
C -1.248 2.112 -2.422
C 0.690 0.829 -1.393
C 1.325 -0.841 2.170
C 1.110 -2.257 2.288
N -0.543 0.475 -1.018
N 0.446 -1.296 1.410
S 0.489 2.152 -2.471
H -2.513 0.831 -1.294
H -1.868 2.877 -2.720
H 1.861 -0.007 2.415
H -0.623 -0.394 -0.446
H 1.876 -2.960 1.925
H 0.621 -2.676 3.118
*
```

## Properties
LUMO energy: 1.0 eV

=====

<D>
Entry from the OMol25 dataset: one molecule with the formula C5H6N2S (ωB97M-V with the def2-TZVPD basis set).

Structure (ORCA input):
```
! RIJCOSX wB97M-V def2-TZVPD def2/J DEFGRID3
* xyz 0 1
C 3.297 -0.621 -0.059
C 1.834 -0.138 -0.108
C 1.442 1.264 -0.113
N 0.125 1.175 0.054
C -0.274 -0.148 0.069
C -1.592 -0.842 0.069
S -2.896 0.021 -0.059
N 0.824 -0.847 0.030
H 3.610 -1.439 -0.752
H 3.965 0.346 0.021
H 3.601 -0.747 1.134
H 2.222 1.976 0.135
H -0.540 2.017 0.378
H -1.407 -1.884 0.296
*
```

## Properties
LUMO energy: -0.6 eV
SMILES: Cc1c[nH]c(C=S)n1

=====

Which of them is most stable? Easy: <B>.

=====

<A>
Entry from the OMol25 dataset: one molecule with the formula C5H6N2S (ωB97M-V with the def2-TZVPD basis set).

Structure (ORCA input):
```
! RIJCOSX wB97M-V def2-TZVPD def2/J DEFGRID3
* xyz 0 1
C 2.170 1.201 -0.082
C 2.678 -0.085 -0.094
C -0.133 0.820 0.284
C -2.122 -0.572 0.756
C -1.896 -0.574 -0.711
N 0.870 1.435 0.050
N -1.364 0.478 0.131
S 1.790 -1.481 0.089
H 2.791 2.074 -0.199
H 3.746 -0.191 -0.240
H -3.083 -0.263 1.147
H -1.582 -1.292 1.359
H -1.175 -1.278 -1.111
H -2.690 -0.274 -1.380
*
```

## Properties
LUMO energy: 0.3 eV

=====

<B>
Entry from the OMol25 dataset: one molecule with the formula C5H6N2S (ωB97M-V with the def2-TZVPD basis set).

Structure (ORCA input):
```
! RIJCOSX wB97M-V def2-TZVPD def2/J DEFGRID3
* xyz 0 1
C -2.065 0.318 0.287
C -1.466 -0.921 0.169
C -0.151 -0.647 0.075
N -0.079 0.721 -0.031
N -1.262 1.317 0.187
C 1.138 1.420 -0.105
S 2.343 0.025 0.346
C 1.170 -1.239 -0.224
H -3.161 0.466 0.258
H -1.968 -1.887 0.208
H 1.459 1.987 -1.020
H 1.135 2.156 0.609
H 1.494 -2.208 0.453
H 1.414 -1.508 -1.213
*
```

## Properties
LUMO energy: 0.8 eV
SMILES: c1cc2n(n1)CSC2

=====

Which of them is most stable? Easy: <B>.

=====

<A>
Entry from the OMol25 dataset: a 2-piece molecular cluster, C3H7N overall (ωB97M-V with the def2-TZVPD basis set).

Structure (ORCA input):
```
! RIJCOSX wB97M-V def2-TZVPD def2/J DEFGRID3
* xyz 0 1
C 1.898 -0.518 0.278
C 2.224 0.580 -0.187
H 1.572 -1.393 0.799
H 2.561 1.534 -0.444
C -1.977 0.515 0.265
N -1.317 -0.675 -0.371
H -2.980 0.744 -0.114
H -1.971 0.242 1.372
H -1.325 1.400 -0.011
H -1.033 -0.484 -1.309
H -0.467 -0.778 0.168
*
```

## Properties
LUMO energy: 1.1 eV
SMILES: C#C.CN

=====

<B>
Entry from the OMol25 dataset: a 2-piece molecular cluster, C3H7N overall (ωB97M-V with the def2-TZVPD basis set).

Structure (ORCA input):
```
! RIJCOSX wB97M-V def2-TZVPD def2/J DEFGRID3
* xyz 0 1
C -0.620 -0.413 2.476
C -0.810 -0.061 3.609
H -0.437 -0.686 1.450
H -0.919 0.239 4.636
C 0.226 -0.207 -1.270
N 0.509 0.845 -2.203
H -0.554 -0.829 -1.838
H 1.212 -0.805 -1.232
H -0.127 0.022 -0.289
H 1.368 1.357 -2.172
H 0.153 0.537 -3.167
*
```

## Properties
LUMO energy: 1.0 eV
SMILES: C#C.CN

=====

Which of them is most stable? Easy: <A>.

=====

<A>
Entry from the OMol25 dataset: C2H8N3S2 as an isolated structure (ωB97M-V with the def2-TZVPD basis set).

Structure (ORCA input):
```
! RIJCOSX wB97M-V def2-TZVPD def2/J DEFGRID3
* xyz 1 1
C -1.449 0.149 -0.274
C 2.721 0.212 0.032
N -2.755 -0.079 -0.259
N -0.588 -0.786 -0.406
N 1.995 -0.777 -0.282
S -1.069 1.841 0.009
S 4.484 0.160 -0.143
H 2.407 1.252 0.352
H -3.128 -1.051 -0.404
H -3.400 0.743 -0.435
H -0.916 -1.703 -0.491
H -2.304 2.077 -0.389
H 2.383 -1.606 -0.675
H 0.732 -0.757 -0.422
H 4.535 1.266 0.700
*
```

## Properties
LUMO energy: -3.3 eV

=====

<B>
Entry from the OMol25 dataset: a 2-piece molecular cluster, C2H8N3S2 overall (ωB97M-V with the def2-TZVPD basis set).

Structure (ORCA input):
```
! RIJCOSX wB97M-V def2-TZVPD def2/J DEFGRID3
* xyz 1 1
C -1.289 -0.028 0.351
C 1.064 -0.142 -0.210
N -2.250 -0.705 0.886
N -0.168 -0.684 0.244
N 0.896 0.187 -1.495
S -1.574 1.595 -0.246
S 1.642 1.296 0.909
H 2.334 -1.282 -0.088
H -2.231 -1.725 1.015
H -2.881 -0.047 1.442
H -0.169 -1.655 0.574
H -0.162 1.822 -0.258
H 1.656 0.636 -1.962
H 0.129 -0.141 -2.110
H 3.002 0.873 0.947
*
```

## Properties
LUMO energy: -3.9 eV

=====

Which of them is most stable? Easy: <A>.

=====

<A>
Entry from the OMol25 dataset: one molecule with the formula C3H10N2S2 (ωB97M-V with the def2-TZVPD basis set).

Structure (ORCA input):
```
! RIJCOSX wB97M-V def2-TZVPD def2/J DEFGRID3
* xyz 0 1
N -0.201 -1.661 -1.767
C -0.398 -1.410 -0.459
C 0.131 -0.001 0.105
N 1.583 -0.050 0.291
C -0.693 0.638 1.193
S 0.178 2.162 1.942
S -0.024 3.831 0.550
H 0.001 -2.703 -1.837
H -0.581 -1.258 -2.639
H -1.411 -1.380 0.036
H 0.051 -2.171 0.199
H 0.087 0.566 -0.977
H 2.132 -0.812 -0.079
H 1.844 -0.003 1.240
H -1.662 0.998 0.783
H -1.057 0.105 2.037
H 0.019 3.148 -0.619
*
```

## Properties
LUMO energy: 0.3 eV
SMILES: NC[C@H](N)CSS

=====

<B>
Entry from the OMol25 dataset: one molecule with the formula C3H10N2S2 (ωB97M-V with the def2-TZVPD basis set).

Structure (ORCA input):
```
! RIJCOSX wB97M-V def2-TZVPD def2/J DEFGRID3
* xyz 0 1
N -0.988 1.239 -1.743
C -1.125 0.114 -0.767
C 0.012 -0.042 0.229
N 1.259 0.579 -0.198
C 0.319 -1.541 0.435
S 1.367 -2.107 1.786
S 0.878 -0.478 2.912
H -1.884 1.264 -2.287
H -0.611 2.176 -1.438
H -2.168 0.250 -0.369
H -0.950 -0.689 -1.347
H -0.658 0.444 1.013
H 1.378 1.348 0.539
H 1.156 1.111 -1.154
H -0.557 -2.150 0.619
H 0.959 -1.928 -0.365
H 1.615 0.409 2.137
*
```

## Properties
LUMO energy: 0.4 eV
SMILES: NC[C@H](N)CSS

=====

Which of them is most stable? Easy: <A>.